Record 1
Below is a 2-piece molecular cluster, C8H14N3 overall, with properties calculated with ωB97M-V/def2-TZVPD.

```
25
Properties=species:S:1:pos:R:3:forces:R:3
C 3.87557 0.58714 -0.40139 -1.44 -0.51 0.96
C 3.51085 -0.66774 -0.88887 -0.89 1.95 1.28
C 3.01057 1.22296 0.52082 1.22 0.63 -1.44
C 2.29114 -1.22328 -0.50425 -0.71 -0.31 0.06
C 1.78143 0.68396 0.92913 2.67 0.88 -1.31
C 1.39777 -0.54770 0.36478 1.13 1.30 1.43
C 0.10646 -0.96284 0.96042 -2.96 -0.73 0.36
C -1.17594 -0.25011 0.16277 4.10 -1.16 -0.23
N -2.39942 -0.50452 0.38872 -1.65 0.82 -1.44
N -0.84230 0.55742 -0.81311 1.12 1.32 -1.32
N -4.78229 0.36366 -0.37477 0.29 0.13 0.54
H 4.81284 1.03612 -0.71080 -0.18 0.09 0.08
H 4.19078 -1.02000 -1.59220 0.64 -1.55 -1.10
H 3.36966 2.24388 0.70858 -0.66 -0.40 0.84
H 2.04943 -2.21028 -0.90076 -0.23 0.23 0.16
H 1.29106 1.33563 1.64784 -0.74 -0.71 -0.08
H -0.06264 -0.57090 2.04509 0.65 -0.81 -1.86
H 0.03071 -2.10420 0.98051 -0.56 1.56 -0.16
H -2.57146 -1.21273 1.04083 -0.70 -1.03 1.02
H -3.20261 -0.11403 -0.29002 0.52 -0.81 1.68
H -1.39268 1.06817 -1.46626 -1.84 -0.15 0.16
H 0.07373 0.84015 -1.12375 0.90 -0.89 1.17
H -4.95900 0.25947 0.61391 0.09 -0.04 0.47
H -5.52858 -0.17137 -0.78000 -0.36 0.17 -0.77
H -4.87509 1.36114 -0.51724 -0.41 0.01 -0.52
```
Positions in Å, forces in eV/Å.

Results
Energy above the lowest of the compared OMol25 structures with the same formula, charge and spin in eV: 0.930
Net charge: +1
Frontier orbital gap in eV: 9.737
Highest occupied orbital energy in eV: -12.39


Record 2
Below is C5H11AuClCoF3 as an isolated structure, with properties calculated with ωB97M-V/def2-TZVPD.

```
22
Properties=species:S:1:pos:R:3:forces:R:3
Au -2.74502 0.39347 -0.07869 0.85 0.88 0.20
Cl -0.39464 1.26736 1.05578 -0.35 -0.48 -0.44
C -2.75191 -1.63593 0.18713 -0.05 -0.42 0.10
C -2.83059 2.40550 -0.46271 -0.26 0.51 -0.22
H -3.79159 -1.92076 0.39771 0.34 -0.50 -0.03
H -2.36754 -2.08404 -0.73844 -0.21 -0.34 0.31
H -2.08160 -1.84588 1.03173 -0.28 -0.32 -0.21
H -3.72416 2.54668 -1.09020 0.20 0.18 0.10
H -1.90739 2.68092 -0.98545 -0.29 0.15 0.11
H -2.91858 2.92885 0.49658 0.04 0.08 -0.28
Co 1.21266 -0.23019 -0.12373 -3.08 3.31 2.48
C 2.65568 1.04047 -0.30629 1.83 1.89 -0.10
C 1.80638 -1.10423 -1.50821 1.53 -2.68 -4.16
H 2.54075 1.52565 -1.29732 0.05 -0.18 0.51
H 2.57152 1.78329 0.50898 0.03 -0.32 -0.34
H 3.62679 0.50877 -0.27057 -0.53 0.26 0.03
H 2.53305 -0.55958 -2.16517 -0.83 -1.11 0.09
H 1.41748 -2.11277 -1.76626 0.48 0.63 -0.36
F 2.75555 -2.09033 1.29751 -0.54 0.41 0.54
C 1.71220 -1.19560 1.44621 0.27 -1.16 1.60
F 0.62209 -1.93857 1.87786 0.77 0.08 0.26
F 2.05887 -0.36309 2.49356 0.01 -0.86 -0.20
```
Positions in Å, forces in eV/Å.

Results
Energy above the lowest of the compared OMol25 structures with the same formula, charge and spin in eV: 0.000
2S+1: 7
<S²>: 12.016
Net charge: -1
Frontier orbital gap (alpha / beta) in eV: 7.721 / 5.954
Highest occupied orbital energy (alpha / beta) in eV: -4.10 / -4.75


Record 3
Below is C25H27GeO9Ti as an isolated structure, with properties calculated with ωB97M-V/def2-TZVPD.

```
63
Properties=species:S:1:pos:R:3:forces:R:3
Ti 0.56413 0.09982 0.09638 0.12 -0.22 0.20
C -1.41520 0.52597 -2.14688 -0.01 0.07 0.04
C -2.23564 1.25876 -1.08418 0.01 -0.01 0.03
O -1.43974 1.28310 0.10487 0.05 -0.12 -0.09
C -2.12715 1.35998 1.34950 -0.07 0.08 -0.02
C -1.22452 0.71815 2.39804 0.08 0.01 0.04
O 0.16783 0.85802 2.04144 0.14 -0.05 -0.06
C 0.84552 2.09521 2.36231 -0.13 -0.16 0.02
C 0.74922 3.04266 1.18903 0.05 0.05 -0.05
O 1.05488 2.29480 -0.00117 -0.01 -0.08 0.00
C 0.61373 2.95115 -1.20059 0.03 0.03 0.01
C 0.58145 1.93630 -2.32711 -0.11 -0.08 0.00
O -0.00167 0.69294 -1.88184 -0.08 0.11 -0.12
H -1.63451 0.88729 -3.15108 0.00 0.02 0.02
H -1.58744 -0.54248 -2.09358 -0.02 0.02 0.00
H -3.16576 0.71560 -0.90880 0.01 0.01 0.00
H -2.47302 2.28794 -1.36789 0.00 -0.02 -0.02
H -3.06644 0.80571 1.30349 -0.01 0.02 0.01
H -2.34620 2.40910 1.56768 -0.01 -0.01 0.03
H -1.39176 -0.35452 2.43999 0.00 0.00 -0.01
H -1.38314 1.15058 3.38571 -0.02 -0.01 0.00
H 1.87537 1.81714 2.57237 0.01 0.01 -0.01
H 0.39910 2.53253 3.25584 0.01 0.02 -0.01
H 1.46722 3.85720 1.30753 -0.01 0.00 -0.02
H -0.25530 3.46074 1.08502 0.01 0.00 0.02
H 1.30120 3.76284 -1.45146 -0.01 0.00 0.01
H -0.37631 3.37193 -1.01196 -0.01 0.00 -0.03
H 1.57967 1.68928 -2.67115 -0.01 0.04 0.00
H 0.00093 2.32388 -3.16527 0.03 0.04 0.01
O -0.35458 -5.97916 0.53742 0.00 -0.03 0.03
C -0.18386 -4.80469 0.46554 0.02 0.09 -0.11
C 1.16837 -4.05279 0.66425 -0.31 0.25 -0.03
O 2.23178 -4.52940 0.94932 0.08 -0.10 0.03
C 0.80446 -2.64518 0.44094 0.11 -0.25 0.01
C -0.51519 -2.46980 0.16497 -0.08 0.16 -0.03
O -0.91737 -1.22528 -0.00531 0.14 -0.23 -0.11
C -1.26932 -3.73272 0.13964 0.25 0.04 0.11
O -2.43665 -3.91375 -0.06620 -0.05 -0.05 -0.02
O 1.54695 -1.54819 0.48476 -0.33 0.47 0.14
Ge 3.11877 0.16277 -0.87956 -0.09 -0.13 0.03
C 3.80020 -1.40426 -1.74063 0.12 -0.09 -0.12
C 3.95448 -2.62846 -1.08896 0.02 0.01 0.03
C 4.44374 -3.72865 -1.77465 0.02 0.01 -0.01
C 4.78387 -3.61794 -3.11640 0.01 -0.03 0.02
C 4.64279 -2.40423 -3.77228 0.00 0.03 -0.03
C 4.15532 -1.30042 -3.08760 -0.04 -0.05 -0.01
C 3.65243 0.65673 0.92285 0.02 0.13 0.13
C 4.04268 1.98925 1.11944 -0.01 0.01 -0.01
C 4.44157 2.44204 2.36666 0.04 0.00 -0.01
C 4.44788 1.56852 3.44923 0.00 0.00 0.01
C 4.06524 0.24687 3.27282 0.02 0.00 0.00
C 3.67261 -0.20821 2.01954 -0.03 -0.13 0.01
H 3.43466 1.39847 -1.74648 0.06 0.06 -0.06
H 3.69942 -2.73804 -0.04478 -0.02 -0.01 0.01
H 4.55799 -4.67164 -1.25681 -0.01 0.00 0.01
H 5.16530 -4.47905 -3.64921 -0.01 0.00 -0.01
H 4.91578 -2.31664 -4.81571 0.00 0.01 0.00
H 4.06029 -0.35422 -3.60897 0.00 0.01 0.00
H 4.05222 2.67646 0.28020 0.00 0.00 -0.01
H 4.76588 3.46708 2.49494 -0.01 0.00 -0.01
H 4.76635 1.91512 4.42368 -0.01 0.01 0.00
H 4.08399 -0.43938 4.10949 0.00 0.00 -0.01
H 3.38400 -1.24506 1.89943 0.02 0.08 0.02
```
Positions in Å, forces in eV/Å.

Results
Energy above the lowest of the compared OMol25 structures with the same formula, charge and spin in eV: 0.249
Net charge: +1
Frontier orbital gap (alpha / beta) in eV: 7.571 / 6.860
Highest occupied orbital energy (alpha / beta) in eV: -10.57 / -11.05


Record 4
Below is a 2-piece molecular cluster, C6H16N3O3S overall, with properties calculated with ωB97M-V/def2-TZVPD.

```
29
Properties=species:S:1:pos:R:3:forces:R:3
C -0.59394 0.44822 1.45079 -0.66 -0.17 0.33
C -1.43699 -1.00329 -0.85603 0.09 -0.19 0.00
C -1.73883 -1.64104 0.51051 -0.03 0.11 -0.12
C 0.02372 -1.22746 -1.28545 -0.06 -0.10 0.19
C -1.57390 -0.70219 1.73192 0.13 0.04 0.01
C 3.07786 1.57387 -0.56785 1.04 0.38 -0.06
N 2.97322 0.53271 -1.33973 0.01 -0.09 0.14
N -2.81512 -0.05768 2.16312 -0.31 -0.19 0.11
N 0.59690 -0.13577 -2.09667 -0.65 -0.27 -0.21
O -1.09469 1.63131 1.63502 0.11 0.38 -0.06
O 0.55233 0.26110 1.08056 0.44 0.12 -0.10
O 2.18437 2.00359 0.23880 -0.77 -0.23 0.33
S 4.56348 2.49899 -0.62324 0.12 -0.18 -0.30
H -1.64738 0.06969 -0.81127 -0.05 0.05 -0.09
H -2.11058 -1.42648 -1.60489 0.04 0.14 0.01
H -1.10429 -2.51833 0.63579 -0.03 -0.03 0.05
H -2.77164 -1.99828 0.52168 0.12 -0.05 0.09
H 0.11021 -2.16025 -1.84320 0.02 0.03 0.00
H 0.64388 -1.31568 -0.39173 -0.10 -0.15 -0.19
H -1.14048 -1.27647 2.55766 -0.08 0.13 -0.05
H 3.76266 0.29826 -1.92286 0.10 0.05 0.05
H 1.98839 0.13585 -1.63722 0.14 0.14 0.04
H -3.11161 -0.35399 3.08360 -0.02 0.00 -0.04
H -3.57949 -0.21272 1.51768 0.00 -0.05 0.03
H -2.03842 1.47069 1.96349 0.33 -0.19 -0.12
H 0.10651 0.73233 -1.89686 -0.01 -0.01 -0.15
H 0.49922 -0.31948 -3.09009 -0.07 0.11 0.04
H 1.45968 1.32433 0.55386 0.28 0.13 -0.16
H 4.21494 3.36817 0.32261 -0.15 0.06 0.21
```
Positions in Å, forces in eV/Å.

Results
Energy above the lowest of the compared OMol25 structures with the same formula, charge and spin in eV: 0.000
Net charge: +1
Frontier orbital gap in eV: 11.224
Highest occupied orbital energy in eV: -13.42


Record 5
Below is a 2-piece molecular cluster, C4H9N overall, with properties calculated with ωB97M-V/def2-TZVPD.

```
14
Properties=species:S:1:pos:R:3:forces:R:3
C 0.56598 -1.61869 -1.23875 -1.04 0.43 0.66
C -0.60188 -1.16185 -1.70767 -0.08 -0.90 -0.08
C -1.93528 -1.76531 -1.32174 -0.90 0.84 -0.76
H 1.37477 -0.96236 -0.94163 0.56 -0.20 -1.11
H 0.54709 -2.61172 -0.79933 0.09 0.18 0.43
H -0.75407 -0.32504 -2.38060 0.67 0.59 0.55
H -2.09281 -1.63060 -0.25153 0.17 -0.52 0.07
H -2.69436 -1.09823 -1.75555 0.00 -0.19 0.01
H -2.24107 -2.75019 -1.67591 0.53 -0.23 0.23
C 1.38813 2.93469 2.12373 -0.90 -1.11 -0.79
N 1.64666 2.01405 2.95765 0.18 1.42 0.74
H 0.52509 2.72710 1.48128 0.28 0.18 -0.26
H 1.92827 3.85427 1.89672 0.09 0.13 0.61
H 2.34349 2.39388 3.61333 0.35 -0.63 -0.30
```
Positions in Å, forces in eV/Å.

Results
Energy above the lowest of the compared OMol25 structures with the same formula, charge and spin in eV: 2.307
Net charge: 0
Frontier orbital gap in eV: 10.262
Highest occupied orbital energy in eV: -9.21
SMILES: C=CC.C=N